[1]
8
Properties=species:S:1:pos:R:3 method="wB97M-V/def2-TZVPD" gap_ev="7.70 / 5.86" e_tot_ha=-8500.82770 relative_energy_kcal_mol=70.0 homo_ev="-9.559 / -9.284" spin_multiplicity=1
C -1.17598 -0.16036 0.74135
P 0.46012 0.44251 0.40079
S 0.86179 1.89366 1.71871
Br 0.91809 -1.66622 -3.51856
Br 1.62238 -1.35215 0.37931
Br 0.47453 1.16961 -1.76708
H -1.68390 0.73078 0.72869
H -1.47703 -1.05784 1.31678

=====

[2]
8
Properties=species:S:1:pos:R:3 method="wB97M-V/def2-TZVPD" gap_ev="5.80 / 5.80" e_tot_ha=-8500.80444 relative_energy_kcal_mol=84.6 homo_ev="-8.509 / -8.510" spin_multiplicity=1
C -1.74403 -0.26214 -0.83232
P 1.26495 0.86218 0.77195
S 1.07982 -0.97141 1.52260
Br -1.40014 -1.40093 0.57463
Br 2.11792 0.30226 -1.28663
Br 2.95250 1.80494 1.75190
H -2.68186 0.28119 -0.69109
H -1.58914 -0.61608 -1.81103

=====

[3]
5
Properties=species:S:1:pos:R:3 method="wB97M-V/def2-TZVPD" gap_ev=11.25 e_tot_ha=-3073.49407 relative_energy_kcal_mol=0.0 homo_ev=-10.628 spin_multiplicity=1
Cl -0.00012 -2.12154 0.02936
C 0.33918 -0.34540 0.02520
Br 2.26425 -0.01567 0.03645
H -0.06657 0.08364 0.83067
H -0.06326 0.06834 -0.86661

=====

[4]
5
Properties=species:S:1:pos:R:3 method="wB97M-V/def2-TZVPD" gap_ev=10.78 e_tot_ha=-3073.46078 relative_energy_kcal_mol=20.9 homo_ev=-10.437 spin_multiplicity=1
C -0.09643 0.07229 -0.05853
Cl -1.38264 -1.15102 0.23662
Br 1.51272 0.05943 1.09008
H -0.42765 1.16645 0.05263
H 0.39400 -0.14714 -1.32081

=====

[5]
7
Properties=species:S:1:pos:R:3 method="wB97M-V/def2-TZVPD" gap_ev="7.36 / 7.73" e_tot_ha=-3874.98130 relative_energy_kcal_mol=70.1 homo_ev="-7.738 / -8.550" spin_multiplicity=1
C -0.57112 0.19757 1.60407
P 1.30775 -0.31048 -1.98474
Cl -0.19064 -1.51617 -2.55058
Cl 0.45094 1.47485 -1.88259
Br 1.01441 -0.45450 0.97338
H -0.59289 1.13963 1.93029
H -1.41845 -0.53090 1.91016

=====

[6]
7
Properties=species:S:1:pos:R:3 method="wB97M-V/def2-TZVPD" gap_ev=8.44 e_tot_ha=-2777.47709 relative_energy_kcal_mol=72.9 homo_ev=-9.483 spin_multiplicity=1
N 1.04936 1.79478 -1.28662
C 0.86686 0.87729 -0.62433
N 0.43867 -0.12137 0.08632
N -0.62839 -0.09091 0.82623
Br 0.47937 -1.84131 -0.94530
H -0.72661 -0.92505 1.48668
H -1.47924 0.30657 0.45702

=====

[7]
7
Properties=species:S:1:pos:R:3 method="wB97M-V/def2-TZVPD" gap_ev="9.34 / 4.85" e_tot_ha=-2777.44549 relative_energy_kcal_mol=92.7 homo_ev="-11.141 / -9.062" spin_multiplicity=1
C -1.95058 0.32018 -1.23074
N -2.06645 1.00564 -2.13321
N -1.02128 -0.89649 0.43314
N -1.98923 -0.61004 -0.37441
Br 0.63385 -0.37199 2.94147
H -1.17868 -1.43159 1.36850
H -0.14348 -0.28942 0.29216

=====

[8]
6
Properties=species:S:1:pos:R:3 method="wB97M-V/def2-TZVPD" gap_ev=8.95 e_tot_ha=-2743.21432 relative_energy_kcal_mol=68.0 homo_ev=-8.846 spin_multiplicity=1
C 0.04302 -0.71922 1.32960
N -0.77766 0.70102 -1.11968
O 0.04151 -1.74490 1.77662
Br -2.55506 0.46708 -0.78468
H 0.03916 -0.05418 -0.34823
H -0.55125 0.59786 -2.09971

=====

[9]
9
Properties=species:S:1:pos:R:3 method="wB97M-V/def2-TZVPD" gap_ev=9.34 e_tot_ha=-3291.92506 relative_energy_kcal_mol=44.7 homo_ev=-9.755 spin_multiplicity=1
N -1.10482 0.68263 -0.66019
S -0.55220 -0.77892 -0.11172
O -0.03112 -1.41657 -1.28109
O -1.35749 -1.37247 0.89804
C 1.31552 -0.09444 0.96468
O 1.68925 -0.29456 2.03747
Br 2.11798 1.07356 -0.36282
H -0.56341 0.86281 -1.46929
H -1.51370 1.33796 -0.01508

=====

[10]
9
Properties=species:S:1:pos:R:3 method="wB97M-V/def2-TZVPD" gap_ev=9.88 e_tot_ha=-2968.92320 relative_energy_kcal_mol=35.1 homo_ev=-10.619 spin_multiplicity=1
O 2.47425 -1.77177 1.04359
N 1.94900 -1.64006 -0.00802
O 2.08122 -2.32054 -1.00427
C 1.02073 -0.49021 -0.06413
O 0.32510 -0.58487 1.03142
O 0.30675 -0.29768 -1.15081
Br 2.25883 1.13704 0.03293
H -0.36004 0.15571 1.00418
H 0.52954 -1.03532 -1.72492

=====

[11]
8
Properties=species:S:1:pos:R:3 method="wB97M-V/def2-TZVPD" gap_ev=5.45 e_tot_ha=-3180.41716 relative_energy_kcal_mol=16.3 total_charge=-2 homo_ev=0.481 spin_multiplicity=1
C 2.16142 -0.52188 0.36187
O -2.36121 0.20950 1.49608
O -2.84777 1.60050 -0.64486
O -2.13721 -0.88130 -0.88887
P -2.43646 0.28886 0.00287
Br 4.24321 0.08618 -0.16587
H 1.65193 -1.25479 -0.36046
H 1.72609 0.47293 0.19924

=====

[12]
8
Properties=species:S:1:pos:R:3 method="wB97M-V/def2-TZVPD" gap_ev=5.36 e_tot_ha=-3180.40540 relative_energy_kcal_mol=23.6 total_charge=-2 homo_ev=0.632 spin_multiplicity=1
C 0.71647 -1.32755 0.91724
O -3.40074 -2.05495 0.85277
O -2.89170 0.43483 0.62331
O -2.53046 -1.12217 -1.38586
P -2.81506 -0.94301 0.03443
Br 2.43365 -0.84271 -0.12410
H 0.07038 -1.40090 -0.04498
H 0.40776 -0.21550 1.38391

=====

[13]
5
Properties=species:S:1:pos:R:3 method="wB97M-V/def2-TZVPD" gap_ev=11.85 e_tot_ha=-959.67007 relative_energy_kcal_mol=6.5 homo_ev=-11.081 spin_multiplicity=1
Cl 1.63792 21.80997 18.74908
C 3.08620 21.98362 19.88314
Cl 3.78027 20.39655 20.38936
H 3.86272 22.56815 19.38974
H 2.85344 22.70150 20.66964

=====

[14]
8
Properties=species:S:1:pos:R:3 method="wB97M-V/def2-TZVPD" gap_ev="7.37 / 7.37" e_tot_ha=-1512.39919 relative_energy_kcal_mol=45.0 homo_ev="-9.174 / -9.158" spin_multiplicity=1
F 1.55946 -0.39533 1.38863
C 1.06882 -0.57471 0.08658
Cl 1.42231 0.94594 -0.75126
Cl 1.80070 -1.86634 -0.58888
H -0.08292 -0.56586 0.07843
N -1.75985 0.37396 -0.21086
S -1.88736 1.16225 1.14118
H -2.12115 0.92009 -1.14381

=====

[15]
8
Properties=species:S:1:pos:R:3 method="wB97M-V/def2-TZVPD" gap_ev=9.78 e_tot_ha=-1799.12221 relative_energy_kcal_mol=12.3 homo_ev=-9.692 spin_multiplicity=1
F -0.79806 -1.88306 -0.02789
C -0.96031 -0.54118 -0.25463
P 0.82103 0.39376 0.05603
S 2.44427 -0.23861 -0.77490
Cl 0.91261 0.62822 2.10938
Cl 0.22667 2.18226 -0.56271
H -1.07543 -0.31943 -1.18308
H -1.57077 -0.22197 0.63780

=====

[16]
8
Properties=species:S:1:pos:R:3 method="wB97M-V/def2-TZVPD" gap_ev=8.70 e_tot_ha=-1799.08651 relative_energy_kcal_mol=34.7 homo_ev=-9.216 spin_multiplicity=1
C -1.28250 -0.08839 -0.12624
F -1.53925 -1.41080 -0.17921
P 1.11892 0.17426 0.23936
S 2.00818 -0.85445 1.59817
Cl 1.25975 2.16293 0.40898
Cl 1.70666 -0.37451 -1.57971
H -1.46829 0.17777 -1.17508
H -1.80347 0.21319 0.81374